C39H106HgN9O10 as an isolated structure in a non-equilibrium geometry. Source: OMol25; level of theory: wB97M-V/def2-TZVPD.

Computed properties:
Total charge   +1
Energy relative to the best compared isomer or geometry (same formula, charge and spin)   0.0 kJ/mol
Lowest unoccupied orbital energy   -3.5 eV
Strongest force on any atom   2.364 eV/A
Electronic energy   -80210.7038 eV

Geometry as XYZ:
```
165
Properties=species:S:1:pos:R:3:lowdin_charge:R:1
Hg 3.9659 -0.3900 -0.6190 1.25
C 0.9030 1.2209 0.1276 -0.07
C 0.9407 -0.2432 0.5169 -0.58
C 0.2050 -1.0266 -0.5519 -0.08
O 2.2333 -0.7380 0.6722 -0.34
H 1.2693 1.3977 -0.8937 0.07
H 1.5089 1.8808 0.7555 0.05
H -0.1312 1.5775 0.1596 0.08
H 0.3467 -0.3336 1.4397 0.14
H 0.1377 -2.0945 -0.3094 0.06
H 0.6671 -1.0745 -1.5431 0.05
H -0.8237 -0.6881 -0.7054 0.06
C -3.4807 -7.7567 -3.6967 -0.05
C -2.6625 -6.5172 -3.3580 -0.46
C -1.2636 -6.7352 -2.8127 -0.20
O -0.5864 -5.5251 -2.5797 -0.19
C -1.0969 -4.7788 -1.5123 -0.11
N -2.5697 -5.6846 -4.5767 0.05
H -3.8074 -8.2295 -2.7703 0.08
H -2.8467 -8.4528 -4.2544 0.08
H -4.3094 -7.5186 -4.3576 0.08
H -3.2202 -5.9398 -2.6028 0.10
H -0.7139 -7.2715 -3.5901 0.13
H -1.2888 -7.3514 -1.9049 0.13
H -0.5262 -3.8794 -1.2815 0.06
H -1.1651 -5.3991 -0.6116 0.10
H -2.0909 -4.3821 -1.7539 0.07
H -2.0738 -4.8290 -4.3328 0.06
H -3.4900 -5.3434 -4.8378 0.07
C -0.4508 -1.0695 -7.6369 -0.07
C -1.6486 -0.6561 -6.8053 -0.45
C -1.2406 -0.3710 -5.4082 -0.23
O -2.3616 -0.1840 -4.5578 -0.17
C -2.0473 0.5279 -3.4018 -0.13
N -2.2136 0.5660 -7.4185 0.04
H -0.7577 -1.1767 -8.6773 0.08
H 0.1146 -1.9194 -7.2541 0.08
H 0.3070 -0.2760 -7.6652 0.08
H -2.4243 -1.4288 -6.8518 0.14
H -0.5851 0.5077 -5.3390 0.13
H -0.6516 -1.1986 -4.9782 0.13
H -1.2989 0.0440 -2.7565 0.06
H -2.9383 0.5503 -2.7672 0.09
H -1.7522 1.5682 -3.5848 0.09
H -3.0854 0.7713 -6.9434 0.07
H -2.4062 0.3730 -8.3935 0.07
C 5.3517 -4.6184 0.7827 -0.04
C 5.0215 -3.3419 0.0048 -0.42
C 3.8412 -3.5608 -0.9176 -0.20
O 3.6664 -2.4548 -1.7989 -0.31
C 2.5867 -2.6225 -2.7281 -0.06
N 4.7780 -2.1756 0.8842 0.03
H 4.4353 -5.1174 1.1068 0.08
H 5.9614 -4.4035 1.6569 0.08
H 5.8736 -5.2993 0.1098 0.09
H 5.8853 -3.1667 -0.6468 0.12
H 2.9030 -3.6992 -0.3542 0.14
H 3.9130 -4.5238 -1.4392 0.14
H 2.2170 -1.6170 -2.9303 0.08
H 1.7336 -3.1522 -2.3004 0.09
H 2.9582 -3.1008 -3.6311 0.10
H 3.8468 -2.2977 1.2870 0.04
H 5.4204 -2.2387 1.6667 0.09
C 2.6582 -4.2707 4.9299 -0.07
C 2.0537 -3.5706 3.7242 -0.42
C 0.5470 -3.4166 3.7977 -0.20
O 0.0224 -3.2375 5.0905 -0.17
C -0.0529 -1.9153 5.5303 -0.11
N 2.8244 -2.3099 3.5342 0.04
H 2.0821 -5.1495 5.2266 0.09
H 2.6378 -3.6311 5.8215 0.08
H 3.7104 -4.5256 4.8180 0.07
H 2.4121 -4.1881 2.8918 0.12
H 0.1157 -4.3518 3.4228 0.13
H 0.1905 -2.6306 3.1159 0.12
H 0.8799 -1.3518 5.3794 0.07
H -0.2293 -1.9110 6.6037 0.09
H -0.8194 -1.3064 5.0327 0.09
H 2.4134 -1.8394 2.7256 0.03
H 2.6925 -1.7394 4.3621 0.06
C -6.6967 -5.5084 -1.1867 -0.07
C -5.3796 -5.2554 -0.4627 -0.44
C -4.9269 -3.8359 -0.6932 -0.22
O -3.8033 -3.5264 0.1175 -0.21
C -3.4711 -2.1670 0.1805 -0.11
N -5.5561 -5.5426 0.9812 0.04
H -7.0385 -6.5307 -1.0327 0.08
H -6.5010 -5.4114 -2.2598 0.08
H -7.5024 -4.8373 -0.8887 0.08
H -4.6931 -6.0408 -0.7874 0.13
H -5.7050 -3.0970 -0.4351 0.13
H -4.7140 -3.5952 -1.7498 0.13
H -4.3161 -1.5158 0.4215 0.09
H -2.9390 -1.8628 -0.7362 0.07
H -2.6897 -2.0549 0.9380 0.08
H -4.6685 -5.3289 1.4363 0.06
H -6.1283 -4.7998 1.3894 0.08
C -1.2122 7.7808 1.6855 -0.07
C 0.2383 7.5217 1.3505 -0.39
C 0.3497 6.7824 0.0120 -0.24
O 1.5946 6.1204 -0.0497 -0.20
C 1.7517 5.4232 -1.2804 -0.10
N 0.9201 8.8566 1.1752 0.04
H -1.3900 8.5212 2.4594 0.08
H -1.7213 6.8463 1.9498 0.05
H -1.7764 8.0770 0.7941 0.08
H 0.7611 6.8998 2.0741 0.12
H 0.1825 7.4658 -0.8371 0.13
H -0.4848 6.0728 -0.1537 0.12
H 1.1984 4.4881 -1.2121 0.08
H 2.8253 5.2691 -1.4069 0.08
H 1.4572 6.0598 -2.1193 0.09
H 1.8719 8.7753 1.5163 0.06
H 1.0027 9.0120 0.1763 0.06
C 8.2813 0.5975 -1.2106 -0.04
C 6.9849 0.1347 -0.5124 -0.37
C 6.3094 1.3533 0.0740 -0.21
O 5.1912 0.9881 0.8765 -0.30
C 4.5138 2.0797 1.5005 -0.08
N 6.0955 -0.4683 -1.5834 0.01
H 8.6817 1.5016 -0.7497 0.09
H 8.0444 0.9597 -2.2169 0.08
H 8.9976 -0.2117 -1.3111 0.09
H 7.2441 -0.6771 0.1594 0.14
H 6.1238 2.0984 -0.7099 0.15
H 7.0108 1.8151 0.7797 0.14
H 4.0602 2.7245 0.7468 0.09
H 5.2148 2.7125 2.0598 0.10
H 3.8516 1.6948 2.2677 0.09
H 6.1447 0.0339 -2.4710 0.10
H 6.5686 -1.3194 -1.8907 0.10
C 1.5704 3.1061 5.3932 -0.05
C 1.0956 3.1716 3.9516 -0.45
C -0.3182 3.7710 3.8242 -0.24
O -1.1695 3.1239 4.7143 -0.18
C -2.3581 3.8092 5.0696 -0.08
N 2.0687 3.8566 3.1223 0.05
H 0.9101 2.4675 5.9787 0.07
H 1.6052 4.0676 5.9092 0.09
H 2.5695 2.6688 5.3712 0.07
H 0.9625 2.1506 3.5708 0.13
H -0.6111 3.7600 2.7591 0.12
H -0.2237 4.8498 4.0564 0.12
H -3.1283 3.6022 4.3097 0.08
H -2.2237 4.8920 5.1029 0.09
H -2.7687 3.3661 5.9733 0.09
H 1.8570 3.7440 2.1366 0.05
H 2.1206 4.8564 3.2752 0.07
C -4.2081 5.4349 2.3037 -0.08
C -4.6011 6.3513 1.1387 -0.43
C -4.6524 5.6783 -0.2090 -0.20
O -3.4330 5.0608 -0.5718 -0.18
C -3.3910 3.6780 -0.3522 -0.12
N -5.8804 6.9586 1.5408 0.04
H -4.8944 4.5814 2.2492 0.08
H -4.3894 5.8154 3.3069 0.08
H -3.1774 5.1234 2.1339 0.05
H -3.8644 7.1677 1.0867 0.11
H -5.0434 6.3240 -1.0016 0.13
H -5.4475 4.9093 -0.1833 0.13
H -4.0354 3.1857 -1.0891 0.09
H -3.6984 3.3611 0.6474 0.08
H -2.3580 3.3507 -0.4731 0.08
H -5.7967 7.4265 2.4258 0.07
H -6.3669 7.4637 0.8189 0.07
```